The following is a quantum chemistry calculation of a single C5H8O molecule, from OMol25.

Its molecular weight is 84.12 g mol⁻¹. Its strongest force on any atom is 0.0130 Eh/bohr. As for the lowest unoccupied orbital energy: 1.11 eV. For the energy above the lowest of the compared OMol25 structures with the same formula, charge and spin, the calculation gives 105.41 kJ/mol. The value obtained for the orbital gap is 10.5 eV. As for the net charge: 0. As for the structure (SMILES): C1=CCOCC1. As for the electronic energy: -7361.1627 eV.

Geometry as XYZ:
```
14
Properties=species:S:1:pos:R:3:forces:R:3:lowdin_charge:R:1
O -0.599 -0.903 1.004 -0.18 -0.05 0.04 -0.139
C 0.299 -0.649 -1.197 0.12 0.12 0.04 -0.079
C -0.734 -1.315 -0.329 0.01 -0.12 -0.23 -0.231
C -0.597 0.510 1.074 -0.03 0.13 0.10 -0.219
C 0.745 1.057 0.575 -0.07 -0.09 -0.02 -0.162
C 1.009 0.393 -0.762 -0.04 -0.13 -0.11 -0.099
H 0.463 -1.068 -2.186 0.03 0.09 0.09 0.102
H -1.376 0.931 0.414 -0.03 -0.17 0.17 0.127
H -0.625 -2.405 -0.340 0.06 0.15 -0.05 0.126
H 1.783 0.815 -1.399 -0.08 -0.03 0.09 0.099
H 1.565 0.872 1.283 -0.18 -0.11 -0.10 0.114
H -1.759 -1.083 -0.673 0.18 -0.07 -0.12 0.125
H 0.714 2.148 0.430 -0.16 -0.26 0.08 0.114
H -0.887 0.697 2.106 0.39 0.54 0.01 0.122
```
Positions in Å, forces in eV/Å.